Entry 1:
Computed, not measured: a molecular structure, C3H5AgLiO3 at a distorted geometry, with wB97M-V/def2-TZVPD.

The value obtained for the gap between HOMO and LUMO (spin up / spin down) is 10.089 / 7.914 eV. Its expectation value of S² is 0.76. As for the charge: +2. The spin multiplicity is 2. The calculation puts the LUMO energy (spin up / spin down) at -0.34209 / -0.42192 hartree.

Geometry as XYZ:
```
13
Properties=species:S:1:pos:R:3:forces:R:3:mulliken_charge:R:1
H -0.281195 -1.152333 -0.584491 -1.1 -1.2 0.5 0.2919
O -1.126419 0.932435 -0.025689 -0.3 0.5 0.1 -0.4785
C -1.802940 -0.113664 0.523070 -0.2 0.4 0.5 -0.0232
C -1.384265 -1.331162 -0.402659 1.3 0.6 -1.0 -0.8098
C 4.495718 0.516958 0.021894 1.6 -0.6 -0.3 0.6325
O 3.415805 0.822549 0.331672 -1.3 0.5 0.3 -0.3521
O 5.560255 0.195237 -0.268906 -0.7 0.3 0.1 -0.2340
Li -2.064497 2.174266 -1.299025 -0.1 -0.1 -0.1 0.9441
Ag 1.104041 1.747820 0.972882 0.4 -0.3 -0.1 0.8819
H -2.894711 -0.006444 0.441923 0.2 0.0 0.1 0.2613
H -1.447711 -0.354716 1.536627 -0.2 0.1 -0.2 0.2296
H -1.846454 -1.210551 -1.386633 -0.2 -0.2 0.3 0.3150
H -1.727625 -2.220396 0.139334 0.5 0.1 -0.2 0.3413
```
Forces are in eV/Å.



Entry 2:
Computed, not measured: 2 unconnected molecules or ions with the total composition C3H5B at a distorted geometry, with wB97M-V/def2-TZVPD.

The value obtained for the gap between HOMO and LUMO (spin up / spin down) is 8.664 / 7.406 eV. The calculation puts the LUMO energy (spin up / spin down) at -0.01076 / -0.02118 hartree.

Geometry as XYZ:
```
9
Properties=species:S:1:pos:R:3:forces:R:3:mulliken_charge:R:1
B 1.422300 0.093891 -0.254157 -0.9 -2.5 1.3 -0.0334
C -1.209616 0.261746 -0.678895 1.1 -0.5 2.8 -0.2217
C -1.122117 -0.285960 0.472289 -0.9 -0.9 0.1 -0.3619
C 0.072991 0.586711 0.163463 -0.1 1.3 0.8 -0.1980
H 2.392743 0.536586 0.173164 1.2 0.3 -0.4 -0.0423
H 1.418855 -2.310405 -0.416311 0.0 2.2 -0.1 -0.0984
H -1.525847 0.489728 -1.622344 -1.0 0.5 -1.9 0.4547
H -1.528709 -0.889381 1.314019 0.5 0.6 -1.1 0.3083
H 0.079403 1.517088 0.848771 0.1 -0.9 -1.5 0.1928
```
Forces are in eV/Å.



Entry 3:
Computed, not measured: C3H5B in the gas phase at a distorted geometry, with wB97M-V/def2-TZVPD.

The value obtained for the gap between HOMO and LUMO (spin up / spin down) is 8.439 / 8.440 eV. The structure (SMILES) is C=BC=C. The calculation puts the LUMO energy (spin up / spin down) at -0.00495 / -0.00495 hartree.

Geometry as XYZ:
```
9
Properties=species:S:1:pos:R:3:forces:R:3:mulliken_charge:R:1
C 1.978605 -0.883624 -0.126495 1.6 0.4 -0.8 -0.4193
B 0.848518 -0.051334 0.124351 -0.9 -1.4 -1.9 0.0122
C -0.732736 0.127591 -0.082329 0.0 -1.5 0.1 -0.1569
C -1.663858 1.026913 0.168974 0.3 3.7 1.9 -0.4356
H 2.768168 -1.018733 -1.052328 -2.5 0.8 2.3 0.1797
H 2.408633 -1.413802 0.747849 -0.3 0.3 -0.4 0.1787
H -1.369677 -0.723767 -0.442164 1.7 -0.1 -0.1 0.2079
H -1.523786 2.062434 0.655316 0.3 -1.6 -0.8 0.2050
H -2.713865 0.874323 0.006822 -0.3 -0.5 -0.4 0.2283
```
Forces are in eV/Å.



Entry 4:
Computed, not measured: C3H5Br in the gas phase at a distorted geometry, with wB97M-V/def2-TZVPD.

The value obtained for the gap between HOMO and LUMO is 9.217 eV. The structure (SMILES) is C/C=C/Br. The calculation puts the LUMO energy at 0.02685 hartree.

Geometry as XYZ:
```
9
Properties=species:S:1:pos:R:3:forces:R:3:mulliken_charge:R:1
C 1.306019 -0.034328 -0.068169 -0.4 -1.0 0.7 -0.8947
C -0.112057 -0.257686 0.345888 -7.1 2.4 -3.1 -0.0358
C -1.403550 0.396992 -0.255780 6.9 -3.2 3.0 -0.5225
Br -3.158313 -0.009749 0.163799 -0.1 -0.3 0.3 -0.1080
H 1.804414 -0.821197 0.514297 0.3 -0.4 -1.0 0.2958
H 1.745930 0.778918 0.483030 0.1 1.2 -0.6 0.2983
H 1.446661 -0.097731 -1.171614 0.3 0.3 1.0 0.2904
H -0.318726 -1.129928 0.954469 -0.1 0.2 0.3 0.3163
H -1.310375 1.174708 -0.965924 0.1 0.7 -0.6 0.3602
```
Forces are in eV/Å.